[1]
{
  "formula": "C35H35BrCl2CuO4S4",
  "method": "ωB97M-V with the def2-TZVPD basis set",
  "symbols": ["Br", "Cu", "Cl", "Cl", "S", "S", "S", "S", "O", "O", "O", "O", "C", "C", "C", "C", "C", "C", "C", "C", "C", "C", "C", "C", "C", "C", "C", "C", "C", "C", "C", "C", "C", "C", "C", "C", "C", "C", "C", "C", "C", "C", "C", "C", "C", "C", "C", "H", "H", "H", "H", "H", "H", "H", "H", "H", "H", "H", "H", "H", "H", "H", "H", "H", "H", "H", "H", "H", "H", "H", "H", "H", "H", "H", "H", "H", "H", "H", "H", "H", "H", "H"],
  "xyz": [[0.415414, -0.679386, -2.707522], [-0.005009, 1.291673, 0.276414], [4.182669, 0.003406, 4.887294], [1.537094, 0.482943, 3.670474], [-2.133719, 1.480346, -0.378559], [2.648988, 3.702891, 1.580938], [5.005232, 3.353680, -1.957637], [5.364930, 0.042763, -0.880756], [-0.218409, 2.571401, 1.706374], [1.796608, 1.793921, -0.286096], [0.078991, -0.701074, 0.308740], [-0.641847, 4.481498, 2.735964], [3.542687, 2.480913, -1.695399], [-0.802412, -1.686124, -1.656164], [5.081161, 3.645514, 2.384842], [-3.789488, 5.062236, -1.026059], [-2.843421, -5.201300, -3.185100], [-4.453200, -4.995869, -1.311517], [4.024832, -1.852670, 0.159239], [5.240412, -1.597752, -0.395841], [-3.580325, -4.200504, -2.283131], [2.790120, 2.450907, -2.828509], [4.990085, 2.701655, 1.325226], [-4.503902, -3.332687, -3.149940], [-2.572489, -3.309465, -1.557719], [-0.820935, 3.692029, 1.802905], [3.182433, -0.704141, 0.198477], [3.143623, 1.814123, -0.362113], [4.637231, 3.610848, -3.611982], [3.772432, 0.407391, -0.318126], [-3.185890, 5.928749, -0.117928], [-1.533739, -2.356643, 2.031514], [3.886110, 4.264915, 2.620274], [-0.731759, -1.541025, -0.252400], [-3.422334, 3.732568, -1.053437], [-2.479438, -3.230039, -0.169251], [-2.237167, 5.420584, 0.749009], [-1.589835, -2.395557, 0.499531], [3.416292, 3.096640, -3.929563], [-2.444604, 3.202376, -0.189902], [-2.498419, -3.361975, 2.670899], [3.266256, 0.740204, 3.528611], [-1.850685, 4.077942, 0.740187], [-0.119024, -2.725622, 2.506867], [-1.694748, -2.521399, -2.292689], [-1.909343, -0.959537, 2.548777], [3.731739, 2.639223, 0.791082], [-3.881801, 3.058324, -1.766594], [-5.229642, -3.953940, -3.686009], [0.124014, -3.748355, 2.201475], [-3.542945, -3.130829, 2.445330], [2.974574, 3.177400, -4.914138], [-5.046393, -2.617938, -2.528155], [-3.556582, -5.836068, -3.722331], [5.314437, 4.157939, -4.249229], [-1.695807, -2.543667, -3.376262], [3.721118, -2.828368, 0.515036], [-4.542183, 5.424472, -1.718798], [2.154792, -0.711184, 0.536722], [5.980546, 3.835454, 2.956679], [3.620934, 0.279899, 2.615043], [5.806515, 2.076550, 0.990015], [-5.158953, -5.613835, -1.874181], [1.814125, 1.986481, -2.834396], [-5.027542, -4.334588, -0.659684], [-2.189262, -5.840821, -2.588439], [0.618657, -2.043487, 2.090869], [-2.876900, -0.648204, 2.148247], [3.664384, 4.999033, 3.379769], [-3.932698, -2.762461, -3.883608], [-2.292198, -4.385487, 2.346346], [6.054559, -2.285755, -0.564078], [-3.851943, -5.656027, -0.682562], [-3.455727, 6.978185, -0.085881], [3.468994, 1.803981, 3.547562], [-1.757572, 6.048317, 1.488282], [-2.378839, -3.320585, 3.756340], [-3.138436, -3.845376, 0.424758], [-0.063843, -2.669389, 3.598521], [-1.179636, -0.212987, 2.246282], [-2.223926, -4.687836, -3.921529], [-1.968017, -0.969417, 3.642299]],
  "forces_ev_per_a": [[0.0, 0.0, 0.0], [0.1, 0.0, 0.1], [0.0, 0.0, 0.0], [0.0, -0.1, 0.0], [-0.1, 0.0, -0.1], [0.0, 0.0, 0.0], [0.1, -0.1, 0.0], [0.0, 0.0, -0.1], [0.1, 0.1, -0.1], [0.1, -0.1, 0.0], [0.1, 0.0, 0.0], [0.0, 0.0, -0.1], [0.0, 0.0, 0.0], [0.0, 0.0, 0.0], [0.0, 0.0, 0.0], [0.0, 0.0, 0.0], [0.0, 0.0, 0.0], [0.0, 0.0, 0.0], [0.0, 0.0, 0.0], [0.0, 0.0, 0.0], [0.0, 0.0, 0.0], [0.0, 0.0, 0.0], [0.0, 0.0, 0.0], [0.0, 0.0, 0.0], [0.0, 0.0, 0.0], [-0.2, -0.1, 0.1], [0.0, -0.1, 0.0], [-0.1, 0.1, -0.1], [-0.1, 0.1, 0.0], [-0.1, 0.0, 0.1], [0.0, 0.0, 0.0], [0.0, 0.0, 0.0], [0.0, 0.0, 0.0], [0.0, 0.0, 0.1], [0.0, 0.0, 0.0], [0.0, 0.0, 0.0], [0.0, 0.0, 0.0], [-0.1, 0.0, 0.0], [0.0, 0.0, 0.0], [0.0, 0.0, 0.0], [0.0, 0.0, 0.0], [0.0, 0.0, 0.0], [0.0, 0.0, 0.0], [0.0, 0.0, 0.0], [0.0, 0.0, 0.0], [0.0, 0.0, 0.0], [0.0, 0.0, 0.0], [0.0, 0.0, 0.0], [0.0, 0.0, 0.0], [0.0, 0.0, 0.0], [0.0, 0.0, 0.0], [0.0, 0.0, 0.0], [0.0, 0.0, 0.0], [0.0, 0.0, 0.0], [0.0, 0.0, 0.0], [0.0, 0.0, 0.0], [0.0, 0.0, 0.0], [0.0, 0.0, 0.0], [0.0, 0.0, 0.0], [0.0, 0.0, 0.0], [0.0, 0.0, 0.0], [0.0, 0.0, 0.0], [0.0, 0.0, 0.0], [0.0, 0.0, 0.0], [0.0, 0.0, 0.0], [0.0, 0.0, 0.0], [0.0, 0.0, 0.0], [0.0, 0.0, 0.0], [0.0, 0.0, 0.0], [0.0, 0.0, 0.0], [0.0, 0.0, 0.0], [0.0, 0.0, 0.0], [0.0, 0.0, 0.0], [0.0, 0.0, 0.0], [0.0, 0.0, 0.0], [0.0, 0.0, 0.0], [0.0, 0.0, 0.0], [0.0, 0.0, 0.0], [0.0, 0.0, 0.0], [0.0, 0.0, 0.0], [0.0, 0.0, 0.0], [0.0, 0.0, 0.0]],
  "mulliken_charge": [-0.175, -0.266, -0.277, -0.076, -0.495, -0.079, -0.021, -0.058, 0.090, -0.484, 0.294, -0.795, -0.483, 0.778, -0.678, -0.402, -1.739, -2.182, -1.007, -0.516, 2.294, -0.654, -0.106, -1.674, -0.477, 0.555, -0.392, 2.432, -0.548, -0.046, -0.559, 2.640, -0.668, -0.435, -1.007, -0.191, -0.664, -0.507, -0.645, 0.982, -2.567, 0.863, -0.020, -1.358, -0.292, -1.262, -0.659, 0.413, 0.436, 0.325, 0.419, 0.382, 0.370, 0.457, 0.419, 0.379, 0.415, 0.325, 0.105, 0.360, -0.338, 0.449, 0.446, 0.437, 0.382, 0.363, -0.020, 0.252, 0.476, 0.329, 0.419, 0.420, 0.367, 0.341, -0.137, 0.424, 0.479, 0.491, 0.437, -0.076, 0.321, 0.473],
  "homo_lumo_gap_ev": [6.2, 6.1],
  "spin_multiplicity": 2,
  "e_homo_ev": [-2.234, -2.157],
  "max_force_ha_per_bohr": 0.0050,
  "total_charge": -2,
  "mol_weight_g_mol": 862.29,
  "e_above_lowest_kj_mol": 0.0
}



[2]
{
  "formula": "C5H17NO2",
  "method": "ωB97M-V with the def2-TZVPD basis set",
  "symbols": ["O", "O", "N", "C", "C", "C", "C", "C", "H", "H", "H", "H", "H", "H", "H", "H", "H", "H", "H", "H", "H", "H", "H", "H", "H"],
  "xyz": [[-6.488407, 1.072567, 0.746365], [-4.793636, -0.117020, -5.546410], [2.862724, -0.697836, 1.678359], [2.377043, 0.370927, -0.539366], [1.243137, 1.063568, -1.354612], [3.147351, 0.040157, 2.903151], [2.338331, -2.029788, 2.048158], [1.901414, 0.107258, 0.901404], [-5.329932, -0.157926, -4.725093], [0.701450, 0.280372, -1.861286], [1.776631, 1.113662, 1.293558], [2.635786, -0.472783, -1.111182], [3.833315, 0.877688, 2.709996], [0.944429, -0.407230, 0.830837], [2.744442, -2.778072, 1.373217], [-6.670790, 2.004979, 0.692246], [0.648989, 1.679641, -0.681025], [2.262195, 0.498922, 3.356617], [-7.083479, 0.501884, 0.247324], [3.794698, -0.480989, 3.611713], [1.249884, -2.096541, 2.176291], [3.297991, 0.946999, -0.411700], [2.649639, -2.215006, 3.069632], [1.721442, 1.706418, -2.046268], [-4.123717, -0.715003, -5.160700]],
  "forces_ev_per_a": [[0.8, -0.9, 0.9], [0.1, -0.7, 1.1], [-0.8, 0.2, 1.1], [-0.7, 1.3, 0.7], [1.3, -0.4, 1.5], [1.4, 1.1, -0.1], [0.2, 0.5, 0.3], [0.6, -0.8, -1.7], [-0.6, 0.6, -0.3], [-0.6, 0.1, -0.1], [-0.2, -0.1, 0.5], [0.5, -1.5, -0.2], [-0.4, 0.2, -0.5], [-0.3, 0.1, 0.3], [-0.3, -0.2, 0.0], [-0.6, 0.2, -0.6], [-0.4, -0.1, -0.2], [-0.1, -0.4, 0.4], [-0.1, 0.7, -0.3], [-0.6, -0.7, 0.1], [-0.1, 0.1, -0.7], [-0.1, 0.3, -0.4], [0.6, -0.5, 0.0], [0.1, 0.7, -1.0], [0.5, 0.1, -0.7]],
  "nbo_charge": [-1.164, -1.231, -0.449, -0.391, -0.698, -0.426, -0.424, -0.234, 0.301, 0.207, 0.186, 0.193, 0.190, 0.187, 0.198, 0.453, 0.198, 0.170, 0.417, 0.195, 0.180, 0.181, 0.189, 0.203, 0.368],
  "homo_lumo_gap_ev": [1.6, 9.5],
  "spin_multiplicity": 2,
  "e_homo_ev": [1.118, -6.831],
  "max_force_ha_per_bohr": 0.0391,
  "total_charge": -1,
  "mol_weight_g_mol": 123.20,
  "e_above_lowest_kj_mol": 190.4
}